[1]
DFT (ωB97M-V with the def2-TZVPD basis set) results for a single CHN molecule.

Geometry as XYZ:
```
3
Properties=species:S:1:pos:R:3:forces:R:3:mulliken_charge:R:1
C 0.100983 -0.006392 -0.000534 3.410 0.202 -0.449 -0.012
N -0.828872 -0.555897 0.631073 -2.990 -0.983 1.224 -0.339
H 0.727890 0.562289 -0.630539 -0.420 0.781 -0.775 0.351
```
Forces are in eV/Å.

Calculated values
- Frontier orbital gap (alpha / beta): 8.100 / 8.731 eV
- E_tot: -93.21861 hartree
- HOMO (alpha / beta): -7.0 / -12.3 eV
- E_LUMO (alpha / beta): 1.13 / -3.53 eV
- 2S+1: 3


[2]
DFT (ωB97M-V with the def2-TZVPD basis set) results for a 2-piece molecular cluster, CHN2 overall.

Geometry as XYZ:
```
4
Properties=species:S:1:pos:R:3:forces:R:3:mulliken_charge:R:1
C -1.342878 -0.558441 0.002837 -1.931 -2.362 -0.033 0.436
N -1.054442 0.702159 0.042810 -0.346 2.694 0.129 0.090
N -0.077173 -0.094435 -0.026528 2.506 -0.431 -0.098 0.102
H 2.474492 -0.049282 -0.019118 -0.229 0.099 0.001 0.372
```
Forces are in eV/Å.

Calculated values
- Frontier orbital gap (alpha / beta): 11.351 / 4.245 eV
- Charge: +1
- E_tot: -147.51697 hartree
- HOMO (alpha / beta): -19.6 / -16.5 eV
- Energy above the lowest of the compared OMol25 structures with the same formula, charge and spin: 595.2 kJ/mol
- E_LUMO (alpha / beta): -8.24 / -12.29 eV


[3]
DFT (ωB97M-V with the def2-TZVPD basis set) results for CHN2O4S as an isolated structure.

Geometry as XYZ:
```
9
Properties=species:S:1:pos:R:3:forces:R:3:mulliken_charge:R:1
C 1.201117 0.208435 -0.753519 2.445 -2.975 -0.255 0.728
N 0.358431 1.098958 -1.114591 -3.213 0.393 1.223 -0.510
N 0.921719 -0.654677 0.345254 -0.129 1.723 1.050 -0.079
O 2.322243 -0.087120 -1.292958 -1.351 0.924 0.414 -0.746
O -2.536840 -0.328346 -0.252422 2.196 0.764 1.166 -0.543
O -1.747885 1.496541 1.200225 -0.087 0.128 0.853 -0.498
O -0.224519 -0.559105 1.109582 -2.206 1.277 0.463 -0.306
S -1.391876 0.427432 0.324412 1.193 -0.333 -3.659 0.736
H 1.097611 -1.602118 0.434017 1.151 -1.902 -1.254 0.219
```
Forces are in eV/Å.

Calculated values
- Frontier orbital gap: 8.428 eV
- Charge: -1
- E_tot: -847.29319 hartree
- HOMO: -5.2 eV
- Energy above the lowest of the compared OMol25 structures with the same formula, charge and spin: 289.5 kJ/mol
- E_LUMO: 3.25 eV


[4]
DFT (ωB97M-V with the def2-TZVPD basis set) results for a 2-piece molecular cluster, CHN2O5 overall.

Geometry as XYZ:
```
9
Properties=species:S:1:pos:R:3:forces:R:3:mulliken_charge:R:1
C 0.287845 0.489689 0.964790 -1.993 0.854 4.236 0.743
N -0.274886 0.935766 -0.308799 -0.571 -1.646 -0.756 -0.162
N -1.015650 -0.873964 -0.563936 -0.647 3.415 1.940 0.748
O -0.433340 0.528189 1.992811 0.523 -0.011 -1.920 -0.700
O -2.055372 -1.227589 -0.065304 0.376 -0.552 -0.624 -0.551
O 1.492709 0.211814 0.927461 2.080 -0.458 -0.996 -0.655
O -0.249156 -1.355121 -1.294988 0.543 -2.432 -1.571 -0.462
O 0.691103 0.798548 -1.168470 1.382 0.850 -0.083 -0.379
H 1.556748 0.492667 -0.483564 -1.692 -0.022 -0.227 0.417
```
Forces are in eV/Å.

Calculated values
- Frontier orbital gap (alpha / beta): 8.833 / 8.831 eV
- Charge: -1
- E_tot: -524.31738 hartree
- HOMO (alpha / beta): -4.8 / -4.8 eV
- Energy above the lowest of the compared OMol25 structures with the same formula, charge and spin: 143.0 kJ/mol
- E_LUMO (alpha / beta): 4.00 / 4.00 eV


[5]
DFT (ωB97M-V with the def2-TZVPD basis set) results for a 2-piece molecular cluster, CHN2OS overall.

Geometry as XYZ:
```
6
Properties=species:S:1:pos:R:3:forces:R:3:mulliken_charge:R:1
C -0.135406 -1.435316 1.076215 -0.701 -1.018 1.474 0.309
N -0.543308 -1.700204 2.133751 -0.862 -1.228 1.012 -0.520
N 0.441721 -0.663575 0.254856 1.346 3.488 -1.480 -0.074
O 0.885973 -0.843110 -0.894966 0.180 -0.999 -1.125 -0.463
S -0.843415 2.726344 -1.181332 -0.115 0.008 0.106 -0.380
H 0.194434 1.915862 -1.388524 0.153 -0.252 0.012 0.128
```
Forces are in eV/Å.

Calculated values
- Frontier orbital gap (alpha / beta): 7.918 / 3.687 eV
- Charge: -1
- E_tot: -621.53082 hartree
- HOMO (alpha / beta): -3.9 / -2.8 eV
- Energy above the lowest of the compared OMol25 structures with the same formula, charge and spin: 311.2 kJ/mol
- E_LUMO (alpha / beta): 4.04 / 0.92 eV


[6]
DFT (ωB97M-V with the def2-TZVPD basis set) results for a single CHN3O molecule.

Geometry as XYZ:
```
6
Properties=species:S:1:pos:R:3:forces:R:3:mulliken_charge:R:1
C 0.151515 0.365089 0.603113 -0.164 1.333 1.962 0.151
N 0.201320 -0.938292 0.603388 -0.618 -3.309 -5.084 -0.328
N -0.128813 -1.280617 -0.808026 1.300 2.400 5.296 0.000
O -0.338506 -0.097788 -1.372012 -0.460 -0.788 0.724 0.043
N -0.248611 0.909455 -0.483554 0.155 1.318 -2.335 -0.229
H 0.363095 1.042152 1.457090 -0.214 -0.954 -0.564 0.363
```
Forces are in eV/Å.

Calculated values
- Frontier orbital gap: 11.097 eV
- E_tot: -278.08154 hartree
- HOMO: -11.8 eV
- Energy above the lowest of the compared OMol25 structures with the same formula, charge and spin: 462.1 kJ/mol
- E_LUMO: -0.66 eV


[7]
DFT (ωB97M-V with the def2-TZVPD basis set) results for CHN3O as an isolated structure.

Geometry as XYZ:
```
6
Properties=species:S:1:pos:R:3:forces:R:3:mulliken_charge:R:1
O -1.507597 0.482527 -0.532845 0.030 -0.602 -0.004 -0.338
N 0.646568 1.152526 0.273368 0.199 -0.760 0.043 -0.313
C 0.578017 -0.065854 0.211209 -0.437 0.524 -0.144 0.520
N -0.063337 -1.163032 -0.056433 0.156 -0.019 0.054 -0.456
N -1.319169 -0.700770 -0.500652 -0.183 0.622 -0.046 0.237
H 1.665519 0.294601 0.605352 0.234 0.234 0.097 0.349
```
Forces are in eV/Å.

Calculated values
- Frontier orbital gap: 9.405 eV
- E_tot: -278.00541 hartree
- HOMO: -10.5 eV
- Energy above the lowest of the compared OMol25 structures with the same formula, charge and spin: 662.0 kJ/mol
- E_LUMO: -1.11 eV


[8]
DFT (ωB97M-V with the def2-TZVPD basis set) results for a single CHN3O2 molecule.

Geometry as XYZ:
```
7
Properties=species:S:1:pos:R:3:forces:R:3:mulliken_charge:R:1
O -1.730918 -0.181070 0.010226 1.194 -0.481 0.222 -0.449
C -0.397219 -0.290943 -0.130215 -1.974 0.656 -1.429 0.622
N 0.186415 0.920295 -0.224257 2.834 1.103 1.708 -0.252
N 1.414623 0.711945 0.024744 -0.023 1.084 -1.186 -0.028
O 1.657206 -0.593342 0.031140 -1.705 -0.328 -0.410 0.008
N 0.405644 -1.243516 -0.139527 2.130 -2.699 0.910 -0.308
H -1.535749 0.676631 0.427887 -2.457 0.665 0.185 0.406
```
Forces are in eV/Å.

Calculated values
- Frontier orbital gap: 11.487 eV
- E_tot: -353.32559 hartree
- HOMO: -11.7 eV
- Energy above the lowest of the compared OMol25 structures with the same formula, charge and spin: 282.4 kJ/mol
- E_LUMO: -0.20 eV